w:
The following is a quantum chemistry calculation of a single C2H2BrCl3 molecule, from the OMol25 dataset.

Properties
SMILES string: ClC(Cl)[C@@H](Cl)Br
E_HOMO in eV: -10.63
Frontier orbital gap in eV: 10.8560

```
! RIJCOSX wB97M-V def2-TZVPD def2/J DEFGRID3
* xyz 0 1
Br 2.45011 0.03778 -0.18418
Cl 0.90141 -1.93335 1.63778
Cl -1.79266 -1.43828 0.17851
Cl 0.30911 -2.00030 -1.73380
C 0.65476 -0.41399 0.54906
C -0.36976 -0.77148 -0.58821
H -0.40590 0.04858 -1.15688
H 0.37161 0.30710 1.29504
*
```

---

x:
The following is a quantum chemistry calculation of 2 unconnected molecules or ions with the total composition C2H2BrCl3, from the OMol25 dataset.

Properties
E_HOMO (alpha / beta) in eV: -10.06 / -9.09
Frontier orbital gap (alpha / beta) in eV: 8.1195 / 5.9248

```
! RIJCOSX wB97M-V def2-TZVPD def2/J DEFGRID3
* xyz 0 1
Br -2.79751 0.92497 -0.04255
Cl 0.44013 -1.89433 1.19713
Cl -0.22488 -1.11289 -1.84448
Cl 2.17460 0.42349 0.72129
C 0.05513 0.09207 -0.71323
C 0.53251 -0.17722 0.63758
H -0.12708 1.13891 -1.03213
H -0.05290 0.60500 1.07641
*
```

---

Here is how they stack up, most stable first: w, x.

---

w:
The following is a quantum chemistry calculation of 2 unconnected molecules or ions with the total composition C5H8S, from the OMol25 dataset.

Properties
SMILES string: CC(C)=S.C#C
E_HOMO in eV: -8.37
Frontier orbital gap in eV: 8.3830

```
! RIJCOSX wB97M-V def2-TZVPD def2/J DEFGRID3
* xyz 0 1
S 0.01783 2.00281 0.25510
C -1.53960 0.24342 -1.14760
C 3.51239 -0.40753 -0.00041
C -1.06294 0.75611 0.17143
C 2.65468 -0.97699 -0.60732
C -1.17881 -0.06212 1.40867
H -2.18755 0.87372 -1.76196
H -2.24127 -0.07591 1.69901
H -0.87225 -1.08287 1.29142
H 2.32596 -1.60942 -1.36546
H -0.58073 0.04971 -1.66756
H 3.96838 0.45397 0.38371
H -0.58747 0.45227 2.20014
H -2.22862 -0.61717 -0.85917
*
```

---

x:
The following is a quantum chemistry calculation of a single C5H8S molecule, from the OMol25 dataset.

Properties
SMILES string: C1C[C@@H]2S[C@H]2C1
E_HOMO in eV: -8.72
Frontier orbital gap in eV: 9.7694

```
! RIJCOSX wB97M-V def2-TZVPD def2/J DEFGRID3
* xyz 0 1
S -0.95351 -1.62031 -0.23443
C 1.04825 1.62875 0.27733
C -0.52066 1.51806 0.46340
C -0.76942 0.17259 -0.26907
C 1.56605 0.24440 -0.28614
C 0.40599 -0.59204 0.26735
H 1.39299 2.35530 -0.45915
H 1.35616 1.92533 1.29594
H 2.59243 -0.02434 0.05320
H 0.43178 -0.59606 1.37367
H -0.68325 0.43658 -1.32675
H 1.57007 0.20556 -1.35518
H -0.98763 2.32135 -0.05985
H -0.79758 1.47056 1.51181
*
```

---

y:
The following is a quantum chemistry calculation of a single C5H8S molecule, from the OMol25 dataset.

Properties
SMILES string: C[C@H]1C=CCS1
E_HOMO in eV: -8.47
Frontier orbital gap in eV: 9.4715

```
! RIJCOSX wB97M-V def2-TZVPD def2/J DEFGRID3
* xyz 0 1
S -0.62047 0.79249 1.36760
C 0.11146 0.95325 -0.30470
C 1.61261 1.10136 -0.32176
C -1.11707 -0.91709 1.29246
C -1.03072 -1.23049 -0.21545
C -0.36119 -0.36509 -0.92632
H -0.15665 -0.59661 -2.01759
H -1.39612 -2.14885 -0.62796
H 1.94529 0.83653 -1.29230
H -0.40452 1.77271 -0.77302
H -0.44825 -1.60214 1.78937
H 2.02734 0.31164 0.30986
H 1.92028 2.10836 -0.00743
H -2.08200 -1.01606 1.72724
*
```

---

z:
The following is a quantum chemistry calculation of a single C5H8S molecule, from the OMol25 dataset.

Properties
SMILES string: C=CS/C=C/C
E_HOMO in eV: -7.71
Frontier orbital gap in eV: 8.8110

```
! RIJCOSX wB97M-V def2-TZVPD def2/J DEFGRID3
* xyz 0 1
S 0.74206 0.57345 0.19544
C -1.75517 -0.93847 -2.64155
C 1.36474 0.38951 2.87295
C -0.93944 -0.10671 -1.77849
C -0.55888 -0.34618 -0.49319
C 0.67439 0.02999 1.82809
H 2.24340 1.00463 2.88674
H -0.55106 0.78376 -2.29810
H -0.04154 -0.83563 1.97788
H -1.14692 -0.89242 0.26252
H 0.85340 0.13403 3.84978
H -2.07292 -1.85887 -2.10344
H -2.58299 -0.37741 -2.87146
H -1.28827 -1.30218 -3.55784
*
```

---

Here is how they stack up, most stable first: y, z, x, w.

---

w:
The following is a quantum chemistry calculation of a molecular structure, CHBrCl2, from the OMol25 dataset.

Properties
E_HOMO (alpha / beta) in eV: -9.69 / -9.67
Frontier orbital gap (alpha / beta) in eV: 7.0292 / 6.9917

```
! RIJCOSX wB97M-V def2-TZVPD def2/J DEFGRID3
* xyz 0 1
Br -1.42093 -1.24074 0.59667
Cl 0.27152 -0.54358 -1.69434
Cl 0.07916 2.30813 0.35368
C 0.19055 -0.42375 -0.02120
H 0.87970 -0.10006 0.76519
*
```

---

x:
The following is a quantum chemistry calculation of 2 unconnected molecules or ions with the total composition CHBrCl2, from the OMol25 dataset.

Properties
E_HOMO (alpha / beta) in eV: -10.83 / -8.74
Frontier orbital gap (alpha / beta) in eV: 10.1663 / 5.6286

```
! RIJCOSX wB97M-V def2-TZVPD def2/J DEFGRID3
* xyz 0 1
Br -3.19500 0.62613 -0.45396
Cl 0.98227 -1.56145 -0.72669
Cl -0.45647 0.28726 1.06794
C 0.99566 -0.11341 0.06920
H 1.67353 0.76147 0.04351
*
```

---

Here is how they stack up, most stable first: w, x.

---

w:
The following is a quantum chemistry calculation of a single C11H12N2O2 molecule, from the OMol25 dataset.

Properties
SMILES string: CC1(C)CO[C@H]2c3ccncc3C(=O)N21
E_HOMO in eV: -9.60
Frontier orbital gap in eV: 9.7548

```
! RIJCOSX wB97M-V def2-TZVPD def2/J DEFGRID3
* xyz 0 1
O 0.22760 -2.59226 -0.42830
O -0.55745 1.92697 0.11789
N -0.47602 -0.46071 -0.74772
N 3.99110 -0.41456 0.47261
C -1.33048 0.95199 0.94916
C 2.94658 -1.18420 0.16177
C -2.79423 0.15992 -0.95675
C 1.61483 0.71310 -0.53397
C -1.67579 -0.18962 -0.01794
C 0.23445 1.17805 -0.81561
C 1.78114 -0.68581 -0.44250
C 0.47686 -1.39929 -0.54561
C -2.26107 -1.40292 0.84281
C 2.64163 1.52320 -0.14991
C 3.84960 0.86446 0.35215
H -0.70525 0.50850 1.70390
H 3.11988 -2.16717 0.54215
H -2.67335 -2.09954 0.25481
H -3.25259 -0.71988 -1.28210
H 0.17389 1.51774 -1.85360
H -2.89796 -0.96246 1.54981
H -2.14565 1.64961 1.16467
H -1.51426 -2.04953 1.37805
H 4.77039 1.47083 0.52447
H 2.48725 2.53626 0.00514
H -2.37714 0.79124 -1.70181
H -3.65399 0.53608 -0.54356
*
```

---

x:
The following is a quantum chemistry calculation of a single C11H12N2O2 molecule, from the OMol25 dataset.

Properties
SMILES string: N[C@@H](Cc1c[nH]c2ccccc12)C(=O)O
E_HOMO in eV: -7.97
Frontier orbital gap in eV: 8.6208

```
! RIJCOSX wB97M-V def2-TZVPD def2/J DEFGRID3
* xyz 0 1
O -3.30957 1.28664 0.13811
O -3.08402 0.04608 1.92079
N 1.59638 2.21933 0.02850
N -3.04659 -1.67688 -0.69206
C -1.19570 0.00355 -1.14200
C 1.14031 -0.03048 0.02181
C 2.73493 -1.78645 0.40609
C 2.23607 0.92909 0.18485
C 3.53781 0.58063 0.31612
C 3.76584 -0.81823 0.42953
C 0.26714 2.07012 -0.24501
C -2.06427 -0.70020 -0.13603
C -0.07750 0.77753 -0.37317
C 1.42389 -1.35239 0.17185
C -2.76183 0.26510 0.80021
H 1.85139 3.15976 0.36633
H 4.32550 1.22977 0.33205
H 2.95046 -2.83764 0.49372
H -0.34872 2.93275 -0.41060
H -1.44748 -1.32584 0.49535
H -3.91290 -1.24858 -0.97884
H 0.65401 -2.19369 0.17569
H -4.00308 1.69061 0.73588
H -1.85675 0.88915 -1.54099
H -3.26039 -2.39202 -0.01809
H 4.76027 -1.20307 0.56766
H -0.87521 -0.51464 -2.04774
*
```

---

Here is how they stack up, most stable first: x, w.